This record from the OMol25 dataset describes a cluster of 2 separate species, C6H10O in total. The level of theory is ωB97M-V with the def2-TZVPD basis set.

```
17
Properties=species:S:1:pos:R:3
C -1.32431 -0.14439 0.05269
C -0.67352 -1.30984 -0.67892
O 0.64901 -1.24456 -0.83779
C 1.50470 -0.66341 0.16231
C 1.45912 0.83193 0.34397
C 0.45919 1.64349 0.01166
C -0.86982 1.19944 -0.54753
H -1.10919 -0.09478 1.11972
H -2.40647 -0.25434 -0.01475
H -0.93433 -2.49015 0.58126
H -1.06665 -2.44603 -0.36350
H 1.30376 -1.19565 1.10686
H 2.51539 -0.91792 -0.16876
H 2.36236 1.26214 0.78329
H 0.58136 2.71066 0.18004
H -0.81638 1.12784 -1.64209
H -1.62647 1.96518 -0.32712
```

The energy is -309.67181 a.u. As for the gap between HOMO and LUMO: 8.76 eV. For the max |F|, the calculation gives 0.6 eV/A. The value obtained for the energy above the lowest of the compared OMol25 structures with the same formula, charge and spin is 447.8 kJ/mol.